# 1
{
  "formula": "C27H28CrN2Si",
  "method": "the ωB97M-V functional and the def2-TZVPD basis",
  "spin_multiplicity": 4,
  "total_charge": 1,
  "e_lumo_ev": [-3.95, -3.90],
  "gap_ev": [6.26, 6.54],
  "s_squared": 4.149,
  "symbols": ["C", "C", "C", "H", "C", "C", "H", "H", "H", "H", "Cr", "C", "H", "H", "H", "Si", "C", "C", "H", "C", "H", "C", "H", "C", "H", "C", "H", "C", "C", "H", "C", "H", "C", "H", "C", "H", "C", "H", "H", "H", "N", "C", "C", "C", "C", "C", "C", "C", "C", "N", "C", "H", "H", "H", "H", "H", "H", "H", "H"],
  "coordinates": [[0.75387, 2.40551, 0.81712], [-0.33556, 2.43349, -0.11350], [-1.55276, 2.57462, 0.61464], [-0.24362, 2.45449, -1.19609], [-1.23095, 2.67178, 2.00342], [0.19964, 2.57523, 2.14046], [0.80742, 2.75078, 3.02997], [1.81232, 2.42890, 0.55096], [-2.54134, 2.71829, 0.19473], [-1.93902, 2.92842, 2.78480], [-0.56934, 0.66972, 1.30558], [-1.62112, -2.08458, -2.07005], [-2.35785, -1.87824, -1.29275], [-1.20518, -3.09428, -1.97133], [-2.09179, -1.96759, -3.05133], [-0.34618, -0.66986, -1.98538], [1.26103, -0.65225, -3.03561], [1.99591, 0.55620, -2.96529], [1.47413, 1.50210, -2.81275], [3.39699, 0.54253, -2.98665], [3.94796, 1.47028, -2.81851], [4.05766, -0.67197, -3.22492], [5.14764, -0.69563, -3.23974], [3.31691, -1.84651, -3.47939], [3.85107, -2.77699, -3.71563], [1.90959, -1.84025, -3.40388], [1.32711, -2.74323, -3.61577], [-1.26884, 0.74929, -2.78926], [-0.80620, 1.45811, -3.90153], [0.10527, 1.15630, -4.41345], [-1.53942, 2.55293, -4.37910], [-1.14935, 3.10432, -5.23214], [-2.73649, 2.92263, -3.75600], [-3.27909, 3.81309, -4.09424], [-3.23742, 2.16655, -2.69365], [-4.19027, 2.40126, -2.20876], [-2.51494, 1.06309, -2.21917], [-2.93972, 0.44204, -1.42275], [-0.94167, -0.55373, -0.37048], [0.61203, -0.03469, -0.97236], [1.24090, -0.66541, 1.44124], [0.91873, -1.67457, 2.41153], [1.57981, -2.88895, 2.47444], [1.38379, -3.73633, 3.58577], [0.59965, -3.33543, 4.66085], [-0.08104, -2.08783, 4.64225], [-0.83378, -1.56614, 5.71831], [-1.45742, -0.33322, 5.57000], [-1.38398, 0.34054, 4.33986], [-0.66678, -0.12999, 3.30484], [0.02919, -1.30536, 3.44888], [1.94038, -0.00725, 1.80880], [1.58822, -1.01891, 0.54438], [2.25866, -3.17531, 1.67506], [1.88310, -4.70824, 3.61024], [0.48877, -3.96374, 5.54746], [-0.89468, -2.15133, 6.63785], [-2.01597, 0.12379, 6.38490], [-1.91596, 1.28152, 4.18312]]
}

# 2
{
  "formula": "C27H28CuNO6S2",
  "method": "the ωB97M-V functional and the def2-TZVPD basis",
  "spin_multiplicity": 2,
  "total_charge": 1,
  "e_lumo_ev": [-2.13, -4.13],
  "gap_ev": [9.65, 7.65],
  "s_squared": 0.752,
  "symbols": ["Cu", "C", "C", "C", "C", "C", "C", "H", "H", "H", "H", "H", "H", "O", "S", "C", "C", "C", "C", "C", "C", "C", "C", "C", "C", "C", "C", "H", "H", "H", "H", "H", "H", "H", "H", "H", "H", "N", "C", "C", "O", "O", "H", "H", "H", "H", "H", "C", "C", "C", "C", "C", "C", "C", "S", "O", "O", "O", "H", "H", "H", "H", "H", "H", "H"],
  "coordinates": [[0.17296, 0.48305, -0.01440], [1.28924, -0.17857, 2.16796], [1.37851, -1.53918, 1.88075], [0.27702, -2.35714, 2.05277], [-0.91759, -1.82722, 2.52072], [-1.01063, -0.48465, 2.82805], [0.09200, 0.34412, 2.66366], [2.16266, 0.45840, 2.12212], [2.31491, -1.96149, 1.55049], [0.35238, -3.41293, 1.84727], [-1.77046, -2.47169, 2.65675], [-1.93688, -0.07818, 3.20501], [0.05006, 1.37807, 2.96831], [1.62270, -0.50687, -0.80003], [2.29537, -0.05288, -2.08187], [4.02034, 0.18523, -1.56040], [4.31770, 0.21615, -0.21212], [5.63147, 0.37848, 0.19350], [6.63318, 0.51870, -0.75147], [6.32449, 0.49502, -2.10273], [5.01179, 0.33994, -2.51595], [2.64006, -1.66136, -2.85655], [2.83522, -2.75974, -2.03990], [3.13245, -3.98580, -2.60779], [3.22350, -4.10634, -3.98562], [3.00873, -3.00431, -4.79587], [2.70736, -1.77232, -4.23476], [3.51652, 0.09635, 0.49759], [5.86801, 0.39853, 1.24587], [7.65662, 0.64068, -0.43439], [7.10768, 0.60060, -2.83592], [4.77170, 0.31018, -3.56740], [2.74599, -2.64553, -0.97178], [3.29029, -4.84481, -1.97520], [3.46436, -5.06167, -4.42696], [3.06510, -3.10144, -5.86847], [2.53016, -0.91199, -4.86007], [-3.31774, 2.96941, -0.58978], [-3.63486, 1.85597, 0.33034], [-2.47413, 0.82437, 0.20782], [-2.63722, -0.27363, -0.26266], [-1.38516, 1.33891, 0.63485], [-3.79954, 3.83335, -0.33230], [-3.55193, 2.72073, -1.55423], [-2.20732, 3.16034, -0.61340], [-4.58786, 1.38833, 0.08199], [-3.64616, 2.22784, 1.35550], [2.81082, 5.34917, -6.13032], [2.16762, 4.68975, -4.95260], [2.85883, 4.54280, -3.75394], [2.27620, 3.89693, -2.67646], [0.99301, 3.40433, -2.80006], [0.28061, 3.54325, -3.97781], [0.86769, 4.19146, -5.04931], [0.22601, 2.58866, -1.42166], [1.24348, 2.30042, -0.41061], [-0.84690, 3.49461, -0.97525], [-0.31612, 1.30942, -1.92268], [3.85269, 5.57909, -5.92941], [2.30077, 6.27650, -6.38371], [2.75805, 4.69872, -7.00100], [3.86225, 4.93288, -3.66035], [2.78851, 3.77321, -1.73546], [-0.71822, 3.14154, -4.04213], [0.32296, 4.31035, -5.97474]]
}

# 3
{
  "formula": "C27H28NO2S",
  "method": "the ωB97M-V functional and the def2-TZVPD basis",
  "spin_multiplicity": 1,
  "total_charge": 1,
  "e_lumo_ev": -4.82,
  "gap_ev": 6.14,
  "symbols": ["C", "C", "N", "C", "C", "S", "H", "H", "H", "H", "H", "H", "H", "C", "O", "C", "C", "C", "C", "C", "C", "C", "C", "C", "C", "C", "C", "C", "C", "C", "C", "C", "O", "C", "C", "C", "C", "C", "H", "H", "H", "H", "H", "H", "H", "H", "H", "H", "H", "H", "H", "H", "H", "H", "H", "H", "H", "H", "H"],
  "coordinates": [[3.30298, -0.29982, -0.30172], [2.34860, -1.19403, 0.41289], [2.06219, -1.13960, 1.66037], [1.03729, -2.12753, 2.09721], [0.59650, -2.99094, 0.91346], [1.54893, -2.44991, -0.54796], [3.71403, 0.42669, 0.40263], [4.13314, -0.89132, -0.70635], [2.78161, 0.24647, -1.10018], [1.46023, -2.77351, 2.87961], [0.15907, -1.62407, 2.52249], [0.81293, -4.05415, 1.07186], [-0.46630, -2.85070, 0.67331], [-0.09492, -2.14332, 10.92519], [0.27105, -0.82006, 10.46301], [1.02077, -0.68486, 9.33556], [1.11738, 0.61121, 8.76710], [1.72299, 0.80167, 7.53895], [2.44622, -0.23812, 6.90443], [3.11074, -0.08784, 5.60345], [2.63065, 0.83895, 4.63347], [3.17626, 1.10168, 3.39148], [2.76905, 2.17293, 2.51121], [3.58508, 2.53981, 1.40936], [3.22379, 3.55552, 0.53058], [2.03354, 4.26528, 0.73797], [1.24014, 3.96289, 1.85431], [1.58847, 2.92437, 2.72038], [4.31179, -0.88970, 5.36629], [5.23058, -1.13014, 6.42755], [6.46065, -1.70560, 6.22356], [6.78369, -2.22047, 4.94624], [7.99812, -2.81822, 4.83079], [8.31045, -3.53855, 3.61798], [5.85494, -2.07122, 3.88407], [4.64453, -1.42702, 4.10737], [2.49280, -1.47654, 7.59575], [1.71288, -1.74876, 8.70873], [-0.67377, -1.94993, 11.82665], [-0.71706, -2.66185, 10.18400], [0.79058, -2.74692, 11.16451], [0.64595, 1.43515, 9.29726], [1.66891, 1.77868, 7.06527], [1.76380, 1.42678, 4.93971], [4.03741, 0.54495, 3.04656], [4.51250, 1.98535, 1.24283], [3.87322, 3.79815, -0.31436], [1.73440, 5.05004, 0.04068], [0.33665, 4.54343, 2.04903], [0.94761, 2.66114, 3.56154], [4.95686, -0.85738, 7.44343], [7.17785, -1.81257, 7.03501], [9.29163, -3.96729, 3.81643], [7.57820, -4.33494, 3.42807], [8.35576, -2.85769, 2.75815], [6.08993, -2.46112, 2.89126], [3.90834, -1.36850, 3.29976], [3.12403, -2.27602, 7.21885], [1.65074, -2.76693, 9.09698]]
}

Calculated E (eV), listed in the same order as above: -67724.339, -108533.068, -44866.118